Molecular formula: C25H25N5OV
Method: DFT, ωB97M-V/def2-TZVPD

Calculated values
Multiplicity: 3
Lowest unoccupied orbital energy (alpha / beta): -11.32 / -10.99 eV
Kohn-Sham gap (alpha / beta): 5.161 / 5.492 eV
Largest force on an atom: 1.30 eV Å⁻¹
ΔE to the lowest compared entry with this formula, charge and spin: 7.0 kcal/mol
Charge: +3
⟨S²⟩: 2.01

Each line ends with the Mulliken spin population.
Cartesian coordinates (Å):
1 C 0.9475 1.8313 1.5757  0.011
2 C -4.6177 -2.7223 -0.7502  0.000
3 H 0.2827 3.3715 4.4980  0.000
4 C -4.4638 -0.2477 -0.4683  0.003
5 H -5.8676 -6.6021 -1.2833  0.000
6 H -5.5188 -4.9214 -3.0068  0.000
7 C -2.3798 0.8412 -0.0680  0.005
8 C 2.5350 1.5495 -2.3063  -0.009
9 H 2.9398 1.3841 -3.2950  0.000
10 H 2.5531 3.7666 0.2611  0.001
11 C 1.7712 0.5740 -1.6938  0.049
12 C 1.6015 -2.6793 -3.6303  0.001
13 C -0.3425 1.3882 3.9581  0.000
14 C -2.6210 -4.2531 -3.1707  0.000
15 H -0.8591 1.1901 4.8869  0.000
16 H -4.3407 -3.2053 -3.9154  0.000
17 H -5.3113 -5.5347 -0.0052  0.000
18 O -5.3271 -2.9354 0.2115  -0.001
19 C 0.9632 2.8250 2.5320  -0.001
20 H -1.9950 -4.2993 -2.2743  0.000
21 N -4.5741 -3.4721 -1.8668  0.000
22 C 1.8563 -1.3297 -3.3953  0.002
23 C -2.4160 -1.4532 -0.4871  -0.018
24 H -3.2843 -2.2083 -2.9233  0.000
25 C -0.3054 0.4309 2.9624  0.011
26 C 2.3127 2.8858 -0.3180  0.000
27 H -5.5452 -0.2302 -0.5326  0.000
28 C -5.5056 -4.6065 -1.9651  0.000
29 H -6.5087 -4.2480 -1.7194  0.000
30 C 1.5337 1.8820 0.2279  0.037
31 H -4.2561 1.8587 -0.0603  0.000
32 N 1.2379 0.7693 -0.4724  -0.085
33 C 0.3009 2.6003 3.7384  0.004
34 C 0.7459 -2.8672 -1.4144  -0.016
35 H -3.0469 -5.2421 -3.3312  0.000
36 C -3.7216 -3.2026 -3.0165  0.000
37 H 3.3830 3.5103 -2.0735  0.000
38 C -3.7500 0.9129 -0.1941  -0.002
39 C -5.1838 -5.7860 -1.0537  0.000
40 N 0.9356 -1.5519 -1.2028  -0.023
41 V 0.1100 -0.6281 0.3332  2.106
42 H 2.3163 -0.7171 -4.1583  0.000
43 C 1.5204 -0.7967 -2.1684  -0.003
44 N 0.3187 0.6485 1.7936  -0.038
45 C 2.7913 2.7293 -1.6138  0.016
46 H -2.0003 -4.0199 -4.0379  0.000
47 H 0.3493 -3.4583 -0.5935  0.001
48 H 1.4688 3.7633 2.3506  0.000
49 H -1.7906 1.7265 0.1341  -0.006
50 H -0.7980 -0.5275 3.0995  -0.005
51 H 1.8343 -3.1151 -4.5935  0.000
52 H -1.8526 -2.3788 -0.5767  -0.005
53 N -1.7169 -0.3285 -0.1941  -0.018
54 C 1.0634 -3.4652 -2.6183  -0.009
55 H -4.1600 -6.1362 -1.2025  0.000
56 C -3.7836 -1.4558 -0.6514  -0.006
57 H 0.9053 -4.5250 -2.7619  0.000

***

Molecular formula: C25H25N8PdSe
Method: DFT, ωB97M-V/def2-TZVPD

Calculated values
Lowest unoccupied orbital energy (alpha / beta): -2.81 / -2.82 eV
Kohn-Sham gap (alpha / beta): 7.139 / 7.138 eV
Largest force on an atom: 0.55 eV Å⁻¹
ΔE to the lowest compared entry with this formula, charge and spin: 0.0 kcal/mol
Charge: +1

Each line ends with the Mulliken charge.
Cartesian coordinates (Å):
1 C 2.2671 -0.5342 1.9140  1.112
2 C 0.0759 4.3785 1.0403  -0.392
3 H 1.2287 1.1672 2.7299  0.324
4 H 3.8892 0.7244 2.4992  0.458
5 Se 0.0288 -2.1297 0.9016  -0.184
6 C 1.4518 -0.4244 -3.9801  -0.618
7 N -0.7972 2.1970 0.7388  0.341
8 H 6.5110 -0.6574 0.1832  0.356
9 C 2.4031 -3.3043 -0.7148  -1.694
10 C -3.1986 -0.5528 -2.4120  0.726
11 C 5.9151 -0.1118 0.9128  -1.560
12 N -3.1296 -0.0235 -1.2007  0.169
13 H -1.6570 3.5953 3.6629  0.478
14 C 1.3660 0.1014 2.9334  -1.976
15 C 1.9689 -0.0195 -2.7487  -1.077
16 N -3.0693 -0.1572 3.7055  0.052
17 C -1.3519 2.3374 1.9406  0.077
18 C -0.6996 -0.6317 -2.9420  0.594
19 N -2.0898 -0.0190 1.8031  0.623
20 H 0.3752 3.1147 -0.6863  0.441
21 H -4.1630 0.7491 0.4011  0.387
22 H -6.4050 0.4163 -0.5910  0.430
23 H 6.4012 -0.2079 1.8843  0.376
24 H -3.5565 -0.4844 4.5243  0.188
25 H -2.9055 -1.8883 2.4502  0.483
26 H 0.3969 -0.3801 2.9740  0.243
27 H 1.4836 0.2671 -0.6864  0.823
28 H 3.2694 -3.6595 -1.2719  0.396
29 N -2.0502 -0.8762 -3.1247  -0.070
30 Pd -1.2112 -0.2393 -0.0163  0.279
31 C -0.0817 3.2192 0.2904  -0.358
32 C -5.5181 0.1255 -1.1333  -1.049
33 H 5.9345 0.9457 0.6446  0.340
34 N -2.6625 1.1207 3.6315  -0.791
35 N -0.4864 4.5229 2.2345  -0.581
36 H -0.3212 -1.0131 -5.0243  0.406
37 H 0.6651 5.2058 0.6655  0.408
38 C 1.8628 -1.5687 1.0601  0.085
39 C 3.5795 -0.0787 1.8376  -0.747
40 C -4.4250 -0.7948 -3.0464  -0.760
41 C 4.0936 -1.6863 0.1615  -0.936
42 C -4.2734 0.3130 -0.5832  -0.222
43 C -2.0673 1.1761 2.4656  0.523
44 H 3.0082 0.2413 -2.6192  0.544
45 C 2.7906 -2.1681 0.1902  0.919
46 C 1.1219 0.0074 -1.6706  -0.727
47 C -5.5884 -0.4542 -2.4009  -0.376
48 H 4.8076 -2.1505 -0.5100  0.290
49 H -6.5436 -0.6312 -2.8758  0.431
50 H 2.0862 -0.4880 -4.8535  0.429
51 C -2.7218 -0.8406 2.6157  -0.498
52 C 4.5049 -0.6307 0.9648  0.718
53 C 0.1164 -0.7241 -4.0784  -0.627
54 H 1.8305 0.0265 3.9187  0.546
55 N -0.1859 -0.3226 -1.7535  0.464
56 C -1.1995 3.5016 2.6862  -0.386
57 H -4.4450 -1.2379 -4.0332  0.375
58 H 2.0029 -4.1379 -0.1381  0.369
59 H -2.2554 -1.2118 -4.0513  0.160
60 H 1.6230 -3.0137 -1.4197  0.267

***

Molecular formula: C25H26BN3O2RhS2
Method: DFT, ωB97M-V/def2-TZVPD

Calculated values
Multiplicity: 5
Lowest unoccupied orbital energy (alpha / beta): -1.95 / -5.52 eV
Kohn-Sham gap (alpha / beta): 6.390 / 5.286 eV
Largest force on an atom: 0.52 eV Å⁻¹
ΔE to the lowest compared entry with this formula, charge and spin: 35.4 kcal/mol
Charge: +1
⟨S²⟩: 6.07

Each line ends with the Mulliken spin population.
Cartesian coordinates (Å):
1 C 0.2998 0.4449 -1.6207  0.353
2 Rh 0.1026 0.1901 0.4205  1.633
3 C -0.4083 -5.5410 -2.5542  0.000
4 C -3.8779 2.3788 -0.2460  0.206
5 H 3.1776 2.8508 1.0215  0.002
6 H 1.2823 3.5106 2.4122  0.004
7 C -2.9128 1.7349 0.6028  0.081
8 H 0.0230 2.0886 4.0516  0.001
9 C 0.2496 1.2072 -4.3746  -0.074
10 C 2.3427 -1.4674 2.1889  -0.001
11 S -3.3314 2.4015 -1.8894  0.103
12 N -1.8223 1.2986 -0.0016  0.383
13 H -6.2150 3.1431 2.0472  0.013
14 H -1.7471 1.8681 -4.0604  0.027
15 O 1.4288 -2.2615 -0.9304  -0.084
16 S -0.0092 -0.0122 2.8962  0.023
17 H 3.1279 0.9050 2.5315  -0.002
18 C -3.1950 1.6146 1.9931  0.131
19 C 1.3861 0.2484 -2.4466  -0.132
20 C -0.4084 -3.3989 -1.5820  0.013
21 C 1.7072 -4.5152 -1.9445  0.002
22 H 1.5064 -6.4492 -2.8394  0.000
23 H 0.8705 2.6950 0.0860  -0.013
24 C 2.6582 1.9438 0.6946  -0.010
25 C 1.3977 0.6417 -3.7936  0.337
26 C -5.0580 2.8840 0.2670  -0.098
27 H -5.7779 3.3676 -0.3787  -0.002
28 C -4.3666 2.1203 2.4782  -0.043
29 C -0.8544 1.1314 -2.2072  0.008
30 C 0.9755 -3.4373 -1.5049  -0.002
31 C -5.2976 2.7567 1.6257  0.230
32 H 2.7862 -4.5333 -1.8818  0.000
33 H -0.9369 -6.3848 -2.9758  0.000
34 H 4.2534 0.6117 1.2341  0.004
35 C 1.3929 -1.0840 3.3323  0.013
36 B 0.2812 -1.5097 -0.6902  0.177
37 H 0.2458 1.4576 -5.4269  -0.002
38 C 3.1887 0.7337 1.4572  -0.008
39 C 0.9793 -5.5775 -2.4768  0.002
40 H -4.6008 2.0276 3.5300  0.000
41 H -2.4937 1.1005 2.6358  0.009
42 H 1.6340 1.5185 3.7198  0.000
43 H 1.9964 -2.3893 1.7231  -0.005
44 C 0.6525 1.6569 3.2735  0.005
45 O -0.8611 -2.1965 -1.0747  -0.151
46 H 0.9412 -1.9893 3.7373  -0.001
47 H -2.2153 -4.4061 -2.1632  0.000
48 C -0.8598 1.4354 -3.6153  0.252
49 H 2.2633 -0.2648 -2.0694  0.008
50 H 1.9083 -0.6053 4.1646  0.002
51 H 2.2816 0.4722 -4.3927  0.015
52 C -1.8696 1.5401 -1.3916  0.348
53 H 2.8531 1.8149 -0.3712  0.007
54 C 0.6931 2.6393 2.1030  -0.001
55 N 2.4181 -0.4664 1.1359  0.135
56 H -0.3200 2.9899 1.8993  -0.005
57 N 1.1992 2.0907 0.8322  0.121
58 H 2.7457 -0.9067 0.2848  -0.014
59 H 3.3263 -1.6762 2.6277  0.001
60 C -1.1370 -4.4422 -2.1039  -0.001

***

Molecular formula: C25H26CaN8O5S2
Method: DFT, ωB97M-V/def2-TZVPD

Calculated values
Lowest unoccupied orbital energy: 0.13 eV
Kohn-Sham gap: 7.243 eV
Largest force on an atom: 0.64 eV Å⁻¹
ΔE to the lowest compared entry with this formula, charge and spin: 23.0 kcal/mol
Charge: 0

Each line ends with the Mulliken charge.
Cartesian coordinates (Å):
1 S 0.4574 -3.2019 -1.5398  1.022
2 C 0.9496 4.7919 0.8515  -0.177
3 C 1.3925 -5.8552 -2.0656  -0.686
4 C -1.7683 3.9756 4.2657  -0.714
5 N 0.1810 1.2641 0.9304  -0.357
6 H -0.5935 -0.2272 1.9311  0.301
7 C 0.3691 4.5504 -1.8467  -0.592
8 H -2.6102 4.6305 4.4520  0.390
9 H -2.6003 0.7141 -5.3168  0.326
10 H 1.1658 4.8933 1.9085  0.426
11 H 0.1176 4.4643 -2.8973  0.397
12 C 1.8059 -0.9820 2.9355  0.268
13 O -0.9669 -2.7264 -4.8286  -0.781
14 H -1.3575 3.6555 6.3489  0.399
15 S 2.5031 -1.1891 1.4212  -0.459
16 N 2.4380 -0.7951 4.1008  0.315
17 H -0.4250 2.6162 -1.3242  0.578
18 H 1.7621 6.7121 0.3513  0.392
19 N -0.6189 -1.1081 2.4851  -1.024
20 H -0.6570 -0.7296 6.4691  0.361
21 C -3.0080 -0.1408 -4.7767  -0.663
22 Ca 0.5372 -0.3740 -0.6057  1.465
23 H 1.1081 -0.8731 -3.3228  0.249
24 H 1.2284 1.6623 3.5684  0.642
25 C 0.8559 -6.7014 -4.2703  -0.511
26 C 0.1967 -5.5248 -4.6063  -0.522
27 H 1.3380 0.7326 -3.6718  0.229
28 H -0.5361 -1.9348 1.8975  0.315
29 C -1.5856 0.1733 -2.8717  0.809
30 H -1.4255 -1.7568 5.2315  0.385
31 C 0.0679 2.4551 1.3016  -0.243
32 N 0.4965 -1.0458 3.3108  0.695
33 H 1.8511 -5.9694 -1.0931  0.471
34 C 1.2798 5.8181 -0.0236  -0.739
35 C 0.7252 -4.7019 -2.4198  0.175
36 C -0.3258 2.8349 2.7056  -0.219
37 C -0.8621 -0.8414 5.4077  -1.265
38 O -1.4411 0.3674 -1.6751  -0.707
39 N 1.6012 -0.7238 5.1808  -0.800
40 O -0.1845 -3.3534 -0.2541  -0.624
41 N -0.4939 -2.4925 -2.5978  -0.078
42 H -1.4657 -0.0037 5.0590  0.209
43 C -1.0671 3.4262 5.3315  -0.418
44 H -2.5693 -1.0753 -5.1229  0.224
45 C 0.0156 2.5921 5.0864  -0.821
46 H -0.6840 -0.4875 -4.5494  0.257
47 H 3.4326 -0.7175 4.2165  0.177
48 H -0.2616 -5.3821 -5.5755  0.482
49 O 1.6930 -2.4132 -1.4724  -0.687
50 H 1.2349 6.5060 -2.0555  0.378
51 C -0.5130 -3.1619 -3.7757  0.414
52 C 0.9888 5.7012 -1.3745  -0.384
53 N -0.5447 0.1485 -3.7696  -0.142
54 C -1.3904 3.6936 2.9611  -0.036
55 C 0.3543 3.6249 0.3831  -0.234
56 H -4.0855 -0.1682 -4.8994  0.269
57 C 0.0615 3.5186 -0.9746  -0.487
58 C 1.4444 -6.8656 -3.0192  -0.469
59 C 0.4195 -0.8739 4.6711  0.942
60 H 0.5814 2.1730 5.9100  0.451
61 C 0.1331 -4.5236 -3.6563  0.090
62 C 0.3765 2.2977 3.7800  -0.063
63 H 1.9509 -7.7923 -2.7846  0.396
64 H -1.9303 4.1358 2.1318  0.469
65 N 0.7439 0.0687 -3.1913  -0.503
66 O -2.8007 0.0213 -3.3650  -0.355
67 H 0.9145 -7.5057 -4.9917  0.389